Below is 16 unconnected molecules or ions with the total composition C3H38O16 in a non-equilibrium geometry, with properties calculated with ωB97M-V/def2-TZVPD.

Results
- net charge = 0
- relative energy (zero: lowest compared OMol25 entry of this formula, charge and spin) (eV) = 1.034
- multiplicity = 1
- E_HOMO (eV) = -10.406
- max |F| (hartree/bohr) = 0.0231

Last column: natural (NBO) charge in e.
Atoms and positions in Å:
O (6.77380, 19.29598, 6.45019)  -0.978
O (6.93943, 20.07199, 10.15444)  -0.956
O (1.36964, 17.30276, 11.88895)  -0.973
O (1.73417, 15.86785, 6.13518)  -0.963
O (4.77627, 19.58515, 4.35449)  -0.997
O (6.20729, 16.14437, 11.01259)  -0.953
O (2.71921, 17.61114, 4.06862)  -0.977
O (5.75627, 21.94361, 8.18338)  -0.976
O (2.38419, 19.36118, 9.68023)  -0.789
O (0.91264, 14.54817, 11.53349)  -0.993
O (7.08319, 17.56242, 8.68863)  -0.984
O (2.91245, 22.07325, 8.67384)  -0.985
O (1.17095, 22.00024, 6.13231)  -0.950
O (5.03635, 19.19151, 12.11321)  -0.965
O (4.01873, 22.02356, 5.76635)  -1.017
O (0.35551, 14.85412, 8.74721)  -0.965
C (3.01823, 19.10419, 7.34322)  -0.640
C (2.49739, 18.42836, 8.60109)  0.088
C (3.41942, 17.27952, 8.98691)  -0.643
H (3.97261, 19.58331, 7.57128)  0.218
H (5.62700, 22.23587, 7.26733)  0.500
H (2.32415, 19.85556, 6.96683)  0.216
H (2.75377, 22.90449, 9.13043)  0.480
H (4.15846, 19.14984, 11.72272)  0.469
H (1.90635, 17.95220, 3.68764)  0.478
H (5.55918, 19.39866, 4.89828)  0.492
H (1.21000, 16.02761, 6.93218)  0.503
H (5.49953, 15.62326, 10.62185)  0.471
H (2.96405, 16.52812, 9.64277)  0.202
H (7.88433, 20.11184, 9.97516)  0.484
H (3.14703, 18.38569, 6.53579)  0.226
H (1.71977, 17.81891, 11.15327)  0.501
H (6.64952, 21.59570, 8.21030)  0.476
H (3.65361, 16.67246, 8.09877)  0.198
H (1.11658, 22.29165, 7.05042)  0.488
H (1.37005, 14.12867, 12.26601)  0.480
H (6.32333, 15.77498, 11.89268)  0.487
H (6.87103, 16.64640, 8.48555)  0.481
H (6.53584, 19.80736, 9.31815)  0.482
H (3.70602, 22.22671, 8.13404)  0.515
H (1.51165, 17.96985, 8.44771)  0.157
H (6.86434, 17.64847, 9.62890)  0.516
H (3.07916, 22.03497, 6.00815)  0.491
H (2.44091, 15.28060, 6.41891)  0.471
H (7.58742, 18.97198, 6.05311)  0.475
H (2.44384, 16.89415, 4.65755)  0.501
H (4.26614, 18.76070, 4.35952)  0.498
H (2.56307, 20.26208, 9.34942)  0.519
H (6.62443, 18.70744, 7.21295)  0.502
H (4.39964, 17.56594, 9.36780)  0.217
H (0.76239, 17.89889, 12.33596)  0.487
H (0.37054, 14.82625, 9.71606)  0.503
H (1.15589, 15.48862, 11.59852)  0.505
H (5.58683, 19.58672, 11.42483)  0.487
H (1.18277, 14.43173, 8.50101)  0.456
H (0.54111, 21.27696, 6.06466)  0.478
H (4.11276, 21.24222, 5.20344)  0.507